A structure of composition C48H120N17O21P5 at a distorted geometry. Source: OMol25; level of theory: ωB97M-V/def2-TZVPD.

Positions of all 211 atoms, in Å:
C  -2.620  -1.891  2.779
N  -3.878  -1.135  2.485
O  -4.285  -1.063  1.366
O  -4.413  -0.482  3.456
H  -1.847  -1.682  2.039
H  -2.966  -2.923  2.836
H  -2.231  -1.563  3.743
C  -4.760  -2.042  0.086
N  -4.544  -2.732  -1.247
O  -3.730  -3.588  -1.148
O  -5.145  -2.254  -2.154
H  -5.098  -2.701  0.885
H  -5.533  -1.317  -0.169
H  -3.847  -1.449  0.125
C  1.387  -2.899  -2.722
C  2.600  -3.357  -1.887
C  3.793  -3.910  -2.664
O  4.936  -3.110  -2.463
C  4.574  -2.194  -1.521
O  5.196  -1.272  -1.032
O  3.240  -2.281  -1.326
H  0.466  -2.825  -2.144
H  1.271  -3.683  -3.470
H  1.519  -1.870  -3.058
H  2.325  -4.040  -1.083
H  3.662  -3.937  -3.746
H  4.041  -4.845  -2.162
C  0.850  -3.673  2.639
C  0.692  -2.708  3.808
C  1.791  -1.614  3.790
O  1.120  -0.427  4.191
C  -0.206  -0.680  4.391
O  -1.079  0.172  4.681
O  -0.451  -2.005  4.026
H  0.047  -4.377  2.426
H  1.706  -4.305  2.875
H  1.020  -3.162  1.691
H  0.842  -3.352  4.675
H  2.144  -1.587  2.759
H  2.631  -1.799  4.459
C  -3.148  5.871  -0.623
C  -2.473  4.551  -0.168
C  -2.825  3.270  -0.920
O  -1.615  2.597  -1.215
C  -0.583  3.539  -0.935
O  0.603  3.265  -1.090
O  -1.121  4.671  -0.522
H  -2.957  5.856  -1.696
H  -2.735  6.656  0.011
H  -4.229  5.752  -0.550
H  -2.520  4.484  0.919
H  -3.375  3.530  -1.824
H  -3.376  2.564  -0.298
C  -4.302  -0.094  -3.442
C  -5.265  0.747  -4.260
C  -6.614  0.220  -4.182
O  -7.335  1.355  -3.800
C  -6.576  2.473  -3.723
O  -6.925  3.643  -3.580
O  -5.339  2.045  -3.798
H  -3.849  -0.901  -4.018
H  -4.613  -0.542  -2.499
H  -3.387  0.375  -3.081
H  -4.940  0.918  -5.286
H  -6.642  -0.694  -3.590
H  -6.876  -0.062  -5.202
O  3.802  -2.681  4.147
P  4.461  -2.153  2.951
N  5.777  -3.142  2.468
C  6.863  -2.715  1.562
C  6.069  -4.227  3.470
N  5.124  -0.573  3.146
C  6.201  -0.411  4.182
C  4.076  0.415  3.192
N  3.480  -2.053  1.543
C  2.366  -2.949  1.268
C  3.941  -1.329  0.362
H  6.684  -1.963  0.794
H  7.302  -3.505  0.951
H  7.694  -2.366  2.175
H  5.186  -4.726  3.870
H  6.691  -3.845  4.279
H  6.740  -5.024  3.150
H  7.125  -0.384  3.604
H  6.081  0.504  4.761
H  6.394  -1.253  4.846
H  3.485  0.390  2.277
H  3.322  0.249  3.961
H  4.526  1.393  3.364
H  2.660  -3.578  0.428
H  1.918  -3.592  2.025
H  1.633  -2.284  0.812
H  4.791  -1.813  -0.120
H  4.364  -0.348  0.579
H  3.235  -1.101  -0.436
O  -1.737  -1.945  0.529
P  -0.981  -0.670  0.267
N  -1.179  0.634  1.417
C  -2.551  1.273  1.404
C  -0.764  0.245  2.838
N  -1.340  0.106  -1.220
C  -2.555  -0.222  -1.906
C  -0.629  1.215  -1.839
N  0.707  -0.809  0.292
C  1.243  -1.919  -0.498
C  1.702  0.216  0.545
H  -2.886  1.477  0.388
H  -2.562  2.257  1.872
H  -3.353  0.838  2.001
H  -1.694  -0.099  3.291
H  -0.356  1.128  3.331
H  -0.018  -0.516  2.609
H  -3.222  -0.928  -1.411
H  -3.248  0.599  -2.095
H  -2.248  -0.411  -2.934
H  -1.242  1.717  -2.588
H  -0.221  1.937  -1.131
H  0.300  0.841  -2.271
H  1.137  -1.664  -1.553
H  2.297  -2.172  -0.375
H  0.804  -2.908  -0.369
H  2.517  -0.171  1.157
H  1.175  0.926  1.181
H  1.833  0.618  -0.460
O  -2.488  -6.996  0.075
P  -1.213  -6.171  0.015
N  -0.823  -5.545  1.501
C  -0.312  -6.310  2.604
C  -1.654  -4.381  1.880
N  -1.164  -4.870  -1.195
C  -2.090  -4.952  -2.321
C  -0.117  -3.922  -1.339
N  0.249  -6.931  -0.466
C  0.155  -8.093  -1.329
C  1.605  -6.552  -0.216
H  0.514  -6.946  2.285
H  -0.968  -6.890  3.252
H  0.181  -5.590  3.256
H  -2.474  -4.099  1.219
H  -1.059  -3.469  1.831
H  -2.047  -4.461  2.893
H  -3.042  -5.161  -1.832
H  -2.094  -4.004  -2.859
H  -2.026  -5.869  -2.908
H  0.752  -4.233  -1.919
H  -0.463  -3.075  -1.932
H  0.156  -3.614  -0.330
H  0.462  -8.924  -0.694
H  -0.758  -8.171  -1.919
H  0.931  -8.210  -2.084
H  1.600  -5.965  0.702
H  1.998  -5.857  -0.958
H  2.256  -7.425  -0.250
O  -0.081  4.110  -6.433
P  -1.031  3.944  -5.303
N  -1.162  2.350  -4.596
C  -0.083  1.458  -4.984
C  -2.156  1.804  -3.701
N  -2.660  4.370  -5.670
C  -3.055  5.689  -6.047
C  -3.422  3.433  -6.476
N  -0.772  4.972  -3.930
C  -1.647  5.138  -2.746
C  0.374  5.921  -4.083
H  0.819  1.979  -5.305
H  -0.402  0.928  -5.881
H  0.023  0.655  -4.254
H  -2.966  1.405  -4.312
H  -2.537  2.632  -3.102
H  -1.802  0.987  -3.071
H  -3.563  6.151  -5.200
H  -2.172  6.298  -5.853
H  -3.451  5.788  -7.058
H  -3.016  3.590  -7.475
H  -3.183  2.435  -6.109
H  -4.502  3.498  -6.343
H  -2.583  4.626  -2.971
H  -1.288  4.581  -1.881
H  -1.625  6.208  -2.539
H  0.751  6.297  -3.132
H  0.080  6.882  -4.505
H  1.248  5.407  -4.483
O  -0.621  4.493  4.397
P  0.733  4.609  3.739
N  2.142  4.136  4.787
C  3.231  3.219  4.387
C  2.453  4.967  5.967
N  1.076  6.258  3.144
C  2.255  6.977  3.267
C  -0.104  6.995  2.493
N  0.851  3.639  2.267
C  0.397  2.190  2.318
C  1.668  4.059  1.086
H  3.277  2.444  5.153
H  4.218  3.680  4.407
H  3.083  2.729  3.425
H  1.561  5.362  6.453
H  3.070  5.829  5.711
H  3.008  4.519  6.791
H  2.590  7.161  2.247
H  2.041  7.829  3.913
H  3.070  6.464  3.777
H  -0.759  7.481  3.216
H  0.164  7.724  1.729
H  -0.697  6.267  1.938
H  -0.679  2.299  2.182
H  0.519  1.638  1.386
H  0.611  1.622  3.223
H  1.604  3.269  0.338
H  2.691  4.364  1.305
H  1.218  4.869  0.512

Properties
Calculated total energy, eV: -166427.5380
Relative energy (zero: lowest compared OMol25 entry of this formula, charge and spin), kcal per mole: 1619.16
Highest occupied orbital energy, Ha: -0.2643
Frontier orbital gap, eV: 6.78
LUMO energy, Eh: -0.0153